# 1
Molecular formula: C4H2F2O6
Method: DFT, ωB97M-V with the def2-TZVPD basis set

CARTESIAN COORDINATES (ANGSTROEM)
C 2.16 -0.40 0.02
C -2.07 0.18 0.13
C 1.04 0.65 -0.27
C -1.09 -0.82 0.12
O 2.44 -0.44 1.23
O -2.85 0.45 1.08
O 2.80 -0.92 -0.94
O -2.01 0.93 -1.03
O 0.60 0.97 -1.36
O 0.90 1.37 0.85
F -1.06 -1.75 1.10
F -0.80 -1.55 -1.04
H -1.41 0.40 -1.54
H 1.33 0.94 1.64

Values from the calculation:
- highest occupied orbital energy (eV) = 0.71
- orbital gap (eV) = 6.0
- net charge = -2
- energy above the lowest of the compared OMol25 structures with the same formula, charge and spin (kJ/mol) = 178.04

# 2
Molecular formula: C4H2FGdLiO4
Method: DFT, ωB97M-V with the def2-TZVPD basis set

CARTESIAN COORDINATES (ANGSTROEM)
O 0.11 -3.81 -0.29
C -0.12 -4.91 -0.58
O -0.36 -6.01 -0.85
O -0.97 2.63 -0.01
C -0.17 2.89 0.97
C -0.85 1.24 -0.45
O 0.45 1.78 1.33
C 0.40 0.78 0.26
Li 1.82 4.01 0.72
H -0.76 1.22 -1.54
H -1.75 0.71 -0.11
F 1.52 1.09 -0.54
Gd 0.71 -1.61 1.11

Values from the calculation:
- highest occupied orbital energy (alpha / beta) (eV) = -21.66 / -21.82
- orbital gap (alpha / beta) (eV) = 5.7 / 8.0
- <S²> = 16.285
- net charge = +3
- 2S+1 = 8
- energy above the lowest of the compared OMol25 structures with the same formula, charge and spin (kJ/mol) = 0.00

# 3
Molecular formula: C4H2FNO
Method: DFT, ωB97M-V with the def2-TZVPD basis set

CARTESIAN COORDINATES (ANGSTROEM)
C 0.50 1.08 -0.19
C 0.14 -0.16 -0.66
C 0.34 1.31 1.30
C -0.96 -2.19 0.11
N -0.47 -1.09 0.13
O -1.49 -3.20 0.27
F 0.69 2.55 1.54
H 1.07 1.93 -0.74
H 0.17 -0.23 -1.76

Values from the calculation:
- highest occupied orbital energy (eV) = -8.91
- orbital gap (eV) = 8.1
- energy above the lowest of the compared OMol25 structures with the same formula, charge and spin (kJ/mol) = 224.98

# 4
Molecular formula: C4H2N2
Method: DFT, ωB97M-V with the def2-TZVPD basis set

CARTESIAN COORDINATES (ANGSTROEM)
C 0.29 2.42 1.62
C 0.62 -1.69 -2.54
C 0.56 1.29 1.28
C 1.23 -0.95 0.58
N -0.22 -1.49 -1.79
N 0.97 0.06 1.07
H -0.03 3.34 2.05
H 1.43 -1.81 -3.13

Values from the calculation:
- highest occupied orbital energy (eV) = -10.58
- orbital gap (eV) = 11.5
- energy above the lowest of the compared OMol25 structures with the same formula, charge and spin (kJ/mol) = 306.58